Entry 1:
{
  "formula": "C57H64Cl3N3O7PtSSiTe",
  "method": "wB97M-V/def2-TZVPD",
  "species": ["Pt", "C", "C", "C", "C", "C", "O", "C", "C", "C", "C", "C", "C", "C", "O", "C", "C", "C", "N", "C", "C", "Te", "C", "C", "C", "C", "C", "C", "C", "C", "C", "C", "C", "C", "H", "H", "H", "H", "H", "H", "H", "H", "H", "H", "H", "H", "H", "H", "H", "H", "H", "H", "H", "H", "H", "H", "H", "H", "C", "C", "C", "C", "O", "Si", "O", "O", "C", "C", "C", "C", "O", "C", "C", "C", "C", "H", "H", "H", "H", "H", "H", "H", "H", "H", "H", "H", "H", "H", "H", "H", "H", "H", "H", "H", "H", "H", "H", "H", "H", "H", "H", "H", "Cl", "C", "C", "C", "C", "C", "C", "N", "C", "C", "N", "C", "O", "C", "C", "C", "Cl", "S", "C", "C", "C", "Cl", "C", "H", "H", "H", "H", "H", "H", "H", "H", "H", "H", "H", "H", "H"],
  "positions_angstrom": [[1.02013, -1.27189, 0.51418], [0.41461, -5.53450, -5.24225], [0.30359, -4.80472, -3.93196], [-0.87950, -4.80029, -3.20046], [-1.00199, -4.14410, -1.98602], [-2.27924, -4.23864, -1.22100], [-2.31686, -4.26560, -0.00881], [-3.57004, -4.35753, -1.98768], [-3.77951, -3.73710, -3.21352], [-5.01398, -3.82010, -3.84091], [-6.04138, -4.54186, -3.25321], [-5.83800, -5.16835, -2.03019], [-4.61182, -5.06772, -1.39581], [0.11344, -3.44655, -1.43851], [-0.01324, -2.89300, -0.28083], [1.32779, -3.42344, -2.18781], [1.37853, -4.11052, -3.40799], [2.52543, -2.68945, -1.76079], [2.59021, -1.92658, -0.72286], [3.76686, -1.07244, -0.48165], [3.53868, 0.30258, -1.09605], [1.49796, 1.10205, -0.67517], [0.89262, 0.49383, -2.60469], [1.63189, 0.89934, -3.70937], [1.27464, 0.47626, -4.98193], [0.17916, -0.35885, -5.14944], [-0.56580, -0.74364, -4.04547], [-0.22213, -0.31333, -2.77105], [3.74738, -2.85362, -2.61337], [3.94904, -2.03943, -3.72134], [5.08737, -2.19811, -4.49869], [6.02247, -3.17114, -4.17698], [5.81476, -3.99273, -3.07792], [4.67835, -3.83677, -2.29857], [-0.53619, -5.99227, -5.51428], [1.16335, -6.32751, -5.19672], [0.70195, -4.85965, -6.05074], [-1.73199, -5.35083, -3.58222], [-2.97819, -3.17764, -3.67458], [-5.17201, -3.31889, -4.78696], [-7.00253, -4.61376, -3.74581], [-6.64040, -5.72925, -1.56873], [-4.44246, -5.52699, -0.43118], [2.30161, -4.10055, -3.97227], [4.68394, -1.53434, -0.85575], [3.86118, -0.98951, 0.60297], [3.69540, 0.26655, -2.17373], [4.25726, 1.01282, -0.68035], [2.48028, 1.56308, -3.58887], [1.84876, 0.80487, -5.83946], [-0.09949, -0.69852, -6.13893], [-1.43030, -1.38034, -4.17361], [-0.81611, -0.59201, -1.90929], [3.20454, -1.29730, -3.98133], [5.23966, -1.56198, -5.36108], [6.90942, -3.29314, -4.78494], [6.53729, -4.75877, -2.82813], [4.50942, -4.47906, -1.44257], [-0.12700, 5.66697, -2.30254], [-1.00091, 4.49343, -2.73133], [-2.47228, 4.89631, -2.70495], [-0.61395, 4.01176, -4.12620], [-0.71619, 3.42352, -1.83306], [-1.65646, 2.43353, -0.92346], [-0.71389, 1.34490, -0.26037], [-2.52494, 3.29313, 0.19174], [-2.12288, 3.88542, 1.42263], [-2.69460, 5.29993, 1.43767], [-0.60268, 3.93926, 1.56816], [-2.72634, 3.04493, 2.54455], [-2.78094, 1.81300, -1.95484], [-3.99315, 1.11493, -1.67695], [-5.08113, 2.10839, -1.27874], [-4.37170, 0.41832, -2.97813], [-3.77139, 0.08444, -0.57232], [-0.22839, 6.50571, -2.99332], [0.91960, 5.35928, -2.27339], [-0.41411, 6.00352, -1.30431], [-2.62508, 5.77027, -3.34144], [-2.78752, 5.14453, -1.69098], [-3.09991, 4.08319, -3.06695], [-0.81258, 4.77825, -4.87850], [-1.18503, 3.11503, -4.37310], [0.44696, 3.75916, -4.15473], [-2.22404, 5.90536, 0.66137], [-2.52511, 5.78150, 2.40258], [-3.76779, 5.26831, 1.24550], [-0.15609, 4.49089, 0.73868], [-0.19345, 2.93042, 1.56122], [-0.33591, 4.44116, 2.50118], [-3.81018, 2.99355, 2.43226], [-2.49604, 3.47098, 3.52407], [-2.32606, 2.02953, 2.49729], [-5.28144, 2.79748, -2.10172], [-4.76691, 2.68691, -0.41247], [-6.00658, 1.58028, -1.03823], [-4.50589, 1.15727, -3.77008], [-5.29722, -0.14825, -2.86340], [-3.57685, -0.26541, -3.27777], [-3.51487, 0.57503, 0.36818], [-2.95094, -0.58767, -0.83155], [-4.67346, -0.51141, -0.41812], [2.26033, -4.76889, 8.19490], [2.12867, -3.20710, 7.45524], [1.72471, -2.12125, 8.21564], [1.61944, -0.88353, 7.60810], [1.90854, -0.70139, 6.25859], [1.73491, 0.67217, 5.64749], [0.28441, 0.95884, 5.24335], [-0.14123, 0.10753, 4.15060], [-0.74556, -1.12836, 4.23143], [-0.81646, -1.60149, 2.95761], [-0.26136, -0.67476, 2.10420], [0.14926, 0.32532, 2.85642], [2.06361, 1.70039, 6.55975], [3.46513, 1.85785, 6.78434], [3.85290, 3.28919, 6.58804], [3.85391, 3.92681, 5.38287], [3.44411, 3.23240, 3.86422], [4.31689, 5.56918, 5.48946], [4.52706, 5.43270, 7.18221], [4.24528, 4.17988, 7.62742], [2.32297, -1.81518, 5.53205], [2.72569, -1.68530, 3.84219], [2.43445, -3.06888, 6.11402], [1.49990, -2.24964, 9.26465], [1.31051, -0.02288, 8.18825], [2.36200, 0.75500, 4.75505], [0.21637, 2.00077, 4.93086], [-0.38664, 0.81229, 6.08924], [-1.07893, -1.53401, 5.17028], [-1.24719, -2.51377, 2.57932], [0.59020, 1.23992, 2.49196], [4.02394, 1.21176, 6.09972], [3.70389, 1.54493, 7.80384], [4.84297, 6.28690, 7.75714], [4.31008, 3.88549, 8.66487], [2.75474, -3.91705, 5.52726]],
  "forces_ev_per_angstrom": [[0.341, -0.052, 0.210], [0.006, -0.033, -0.059], [0.039, 0.051, 0.060], [0.009, -0.020, 0.032], [0.015, 0.000, -0.078], [0.034, -0.105, 0.096], [-0.012, -0.036, -0.025], [-0.014, 0.030, 0.035], [-0.025, 0.014, -0.022], [0.006, 0.017, -0.008], [-0.026, -0.003, -0.010], [-0.008, -0.005, 0.015], [0.007, 0.029, -0.002], [0.137, 0.008, 0.194], [-0.454, 0.161, -0.128], [0.001, 0.049, -0.051], [-0.054, -0.018, -0.011], [-0.086, -0.104, 0.080], [-0.126, 0.072, -0.045], [0.018, -0.026, 0.038], [0.082, 0.046, 0.000], [-0.079, 0.010, -0.066], [0.090, 0.077, 0.032], [-0.024, 0.069, -0.041], [0.011, 0.009, 0.006], [0.000, -0.005, -0.026], [-0.061, -0.003, 0.044], [0.007, -0.033, -0.020], [0.045, 0.026, -0.013], [0.013, -0.027, 0.013], [-0.007, 0.015, -0.005], [0.013, -0.001, -0.013], [0.012, -0.012, 0.005], [-0.004, 0.003, 0.002], [-0.003, -0.002, -0.003], [0.005, -0.004, 0.000], [0.004, 0.004, -0.002], [0.004, 0.010, -0.011], [0.040, 0.069, -0.021], [-0.004, 0.006, -0.005], [-0.006, 0.000, 0.000], [-0.003, -0.005, -0.002], [0.007, -0.003, 0.004], [0.000, -0.014, -0.020], [-0.061, -0.007, -0.031], [0.043, 0.012, -0.004], [0.013, -0.014, -0.007], [-0.008, 0.003, 0.009], [0.014, -0.011, 0.018], [-0.002, 0.003, -0.005], [-0.008, 0.003, -0.002], [-0.042, -0.068, -0.009], [0.006, 0.003, -0.003], [-0.029, 0.028, -0.006], [0.005, 0.002, -0.004], [-0.001, -0.003, -0.001], [0.002, 0.001, 0.002], [-0.003, 0.001, 0.004], [0.012, -0.025, 0.010], [0.002, -0.039, -0.081], [-0.003, 0.029, 0.002], [-0.012, 0.000, 0.009], [0.109, 0.145, 0.002], [-0.231, -0.202, -0.072], [0.148, 0.002, 0.083], [0.004, 0.112, -0.027], [0.013, -0.029, -0.003], [-0.022, -0.047, 0.023], [-0.043, 0.080, 0.011], [0.047, -0.002, 0.012], [-0.041, 0.217, -0.023], [0.031, -0.114, 0.017], [-0.034, -0.015, -0.022], [-0.014, 0.001, 0.001], [0.000, -0.019, -0.011], [-0.008, 0.005, -0.015], [-0.001, -0.005, 0.001], [-0.009, 0.005, 0.007], [-0.002, -0.004, -0.006], [0.001, 0.010, 0.016], [-0.005, -0.021, 0.001], [-0.004, 0.010, 0.010], [-0.005, -0.003, -0.001], [0.016, -0.013, 0.009], [0.001, -0.002, -0.021], [0.016, 0.004, 0.011], [-0.009, -0.005, 0.004], [0.010, -0.010, -0.009], [0.010, 0.027, -0.028], [0.014, -0.009, 0.013], [-0.007, -0.006, 0.000], [0.001, 0.016, 0.010], [-0.007, -0.022, -0.026], [0.017, 0.010, 0.002], [0.010, -0.005, 0.026], [-0.005, -0.004, -0.021], [0.010, -0.002, 0.000], [-0.020, -0.014, 0.007], [0.031, -0.036, -0.002], [0.017, 0.016, 0.023], [-0.006, 0.009, 0.006], [-0.007, 0.004, -0.005], [0.006, -0.006, 0.003], [0.007, -0.026, 0.000], [0.001, -0.013, 0.005], [-0.030, 0.005, -0.004], [-0.009, -0.100, -0.076], [-0.019, 0.078, 0.066], [0.014, 0.017, 0.008], [0.059, -0.005, -0.092], [-0.120, 0.011, -0.051], [-0.124, -0.009, 0.052], [0.449, -0.357, 0.073], [-0.252, 0.192, -0.055], [-0.027, -0.033, -0.063], [-0.006, -0.020, -0.004], [0.011, 0.046, -0.025], [-0.020, -0.070, -0.011], [-0.007, 0.007, 0.016], [0.005, 0.013, 0.012], [-0.004, -0.013, 0.005], [0.009, 0.024, -0.005], [0.025, 0.071, -0.031], [-0.029, 0.014, 0.058], [-0.011, 0.031, 0.027], [-0.009, -0.001, 0.007], [0.002, 0.008, 0.001], [-0.017, -0.005, -0.017], [0.000, -0.005, -0.024], [0.025, -0.007, 0.018], [-0.008, -0.013, 0.007], [0.064, -0.039, 0.000], [0.098, -0.074, 0.017], [0.003, 0.023, -0.011], [0.000, -0.009, -0.012], [0.004, 0.013, 0.007], [0.002, -0.002, 0.019], [-0.001, -0.009, -0.004]],
  "lowdin_spin": [1.14, 0.00, 0.01, 0.00, 0.02, 0.00, 0.01, 0.00, 0.00, 0.00, 0.00, 0.00, 0.00, 0.01, 0.20, 0.01, 0.00, 0.01, 0.08, 0.02, 0.03, 0.28, 0.02, 0.01, 0.00, 0.00, 0.00, 0.01, 0.00, 0.00, 0.00, 0.00, 0.00, 0.00, 0.00, 0.00, 0.00, 0.00, 0.00, 0.00, 0.00, 0.00, 0.00, 0.00, 0.00, 0.01, 0.00, 0.00, 0.00, 0.00, 0.00, 0.00, 0.00, 0.00, 0.00, 0.00, 0.00, 0.00, 0.00, 0.00, 0.00, 0.00, 0.01, 0.00, 0.03, 0.00, 0.00, 0.00, 0.00, 0.00, 0.00, 0.00, 0.00, 0.00, 0.00, 0.00, 0.00, 0.00, 0.00, 0.00, 0.00, 0.00, 0.00, 0.00, 0.00, 0.00, 0.00, 0.00, 0.00, 0.00, 0.00, 0.00, 0.00, 0.00, 0.00, 0.00, 0.00, 0.00, 0.00, 0.00, 0.00, 0.00, 0.00, 0.00, 0.00, 0.00, 0.00, 0.00, 0.00, 0.00, 0.01, 0.01, 0.05, 0.02, 0.00, 0.00, 0.00, 0.00, 0.00, 0.00, 0.00, 0.00, 0.00, 0.01, 0.00, 0.00, 0.00, 0.00, 0.00, 0.00, 0.00, 0.00, 0.00, 0.00, 0.00, 0.00, 0.00, 0.00],
  "spin_multiplicity": 3,
  "s_squared": 2.01,
  "homo_ha": [-0.225, -0.280],
  "charge": 0,
  "homo_lumo_gap_ev": [6.3463, 6.4251]
}

Entry 2:
{
  "formula": "C3H11NOS",
  "method": "wB97M-V/def2-TZVPD",
  "species": ["N", "C", "C", "C", "S", "H", "H", "H", "H", "H", "H", "H", "H", "H", "O", "H", "H"],
  "positions_angstrom": [[1.42141, -0.63310, -2.30965], [0.11423, -0.60830, -1.67844], [0.15669, -0.34981, -0.16678], [-1.14082, -0.61696, 0.53742], [-0.96062, -0.57752, 2.41807], [1.36211, -0.13127, -3.17627], [1.77108, -1.57091, -2.40203], [-0.55552, 0.14702, -2.11041], [-0.42380, -1.56585, -1.86000], [0.90159, -1.08597, 0.17224], [0.59043, 0.64825, -0.05400], [-1.29341, -1.69609, 0.47200], [-2.02023, -0.00872, 0.36428], [-1.74011, 0.52527, 2.55601], [0.54357, 2.16568, 2.34773], [-0.07490, 2.87665, 2.16059], [1.34828, 2.48163, 2.72924]],
  "forces_ev_per_angstrom": [[-0.317, 0.775, 0.584], [-1.520, -0.693, 0.175], [1.173, -0.006, -1.005], [0.676, -1.031, 2.003], [-0.592, 0.631, -0.601], [0.420, -0.293, -0.400], [0.078, -0.007, -0.349], [0.403, 0.030, -0.281], [0.158, 0.321, 0.157], [-0.122, 0.377, 0.446], [-0.212, -0.101, 0.468], [-0.774, 0.224, -0.750], [0.051, -0.138, -0.642], [0.464, -0.386, 0.221], [-0.833, -0.749, -0.524], [0.453, 0.299, 0.215], [0.493, 0.748, 0.283]],
  "nbo_charge": [-0.85, -0.21, -0.43, -0.48, -0.07, 0.37, 0.36, 0.18, 0.16, 0.20, 0.22, 0.21, 0.22, 0.12, -0.95, 0.47, 0.48],
  "homo_ha": -0.308,
  "charge": 0,
  "homo_lumo_gap_ev": 9.1177,
  "smiles": "NCCCS.O"
}

Entry 3:
{
  "formula": "H8O4",
  "method": "wB97M-V/def2-TZVPD",
  "species": ["O", "H", "H", "O", "H", "H", "O", "H", "H", "O", "H", "H"],
  "positions_angstrom": [[0.54093, 1.73464, -0.13257], [-0.26003, 1.42927, -0.58723], [1.31866, 1.71490, -0.69174], [1.44798, -0.01634, 1.85238], [1.03961, 0.45789, 1.11338], [1.88388, 0.50357, 2.52152], [-1.19391, 0.68144, -2.07675], [-1.14939, -0.26238, -2.03050], [-1.90115, 0.99004, -2.64272], [-0.79879, -2.22258, 0.68649], [-0.02963, -1.85296, 1.12824], [-0.89816, -3.15748, 0.85949]],
  "forces_ev_per_angstrom": [[-0.117, 0.077, 0.994], [0.501, 0.052, -0.611], [-0.351, -0.126, -0.512], [-0.149, -1.751, -0.099], [0.282, 1.020, 0.441], [-0.193, 0.681, -0.301], [0.487, 1.156, 0.336], [-0.376, -0.852, -0.179], [-0.177, -0.404, -0.090], [-0.496, 0.536, -0.615], [0.185, -0.318, 0.330], [0.405, -0.071, 0.306]],
  "nbo_charge": [-0.98, 0.51, 0.48, -1.01, 0.51, 0.48, -0.97, 0.49, 0.49, -0.97, 0.50, 0.47],
  "homo_ha": -0.401,
  "charge": 0,
  "homo_lumo_gap_ev": 11.5703,
  "smiles": "O.O.O.O"
}

no.,E_tot (eV)
1,-145775.5234
2,-17661.4593
3,-8319.9452